[1]
Density functional theory data (the ωB97M-V functional and the def2-TZVPD basis) for a 2-piece molecular cluster, C6H14O overall at a distorted geometry.

Results
Frontier orbital gap, Ha: 0.3440
Energy above the lowest of the compared OMol25 structures with the same formula, charge and spin, eV: 1.240
Lowest unoccupied orbital energy, eV: 0.75
E, eV: -8495.6527
SMILES: C/C=C(\C)CC.O
E_HOMO, eV: -8.613

Cartesian coordinates (Å):
1 C 3.218 0.859 1.395
2 C 2.237 1.094 0.466
3 C 4.068 1.842 2.213
4 C 1.845 2.496 0.155
5 C 0.000 0.000 0.000
6 C 1.533 0.054 -0.318
7 H 3.532 -0.182 1.550
8 H 4.853 1.274 2.739
9 H 3.384 2.274 2.963
10 H 4.544 2.666 1.655
11 H 2.366 3.246 0.772
12 H 0.758 2.651 0.255
13 H 2.127 2.651 -0.900
14 H -0.395 0.855 -0.574
15 H -0.369 0.072 1.037
16 H -0.385 -0.932 -0.447
17 H 1.865 -0.930 0.064
18 H 1.708 0.068 -1.411
19 O 0.697 1.901 -3.991
20 H -0.197 2.165 -4.306
21 H 1.028 2.686 -3.499

Atom charges from the Mulliken analysis, given in e for atoms 1 to 5: number 1, C, carries -0.36; number 2, C, carries 0.75; number 3, C, carries -1.19; number 4, C, carries -1.12; number 5, C, carries -1.09

=====

[2]
Density functional theory data (the ωB97M-V functional and the def2-TZVPD basis) for a 2-piece molecular cluster, C6H14O2 overall at a distorted geometry.

Results
Frontier orbital gap, Ha: 0.3748
Energy above the lowest of the compared OMol25 structures with the same formula, charge and spin, eV: 1.018
Lowest unoccupied orbital energy, eV: 0.56
E, eV: -10543.5982
SMILES: CC(C)CCC=O.O
E_HOMO, eV: -9.640

Cartesian coordinates (Å):
1 O -0.775 -3.195 -1.342
2 C -0.921 -2.001 -1.247
3 C -0.815 -1.241 0.047
4 C 0.577 -0.665 0.295
5 C 0.886 0.507 -0.647
6 C 2.322 1.011 -0.443
7 C -0.072 1.675 -0.389
8 H -1.176 -1.454 -2.174
9 H -1.040 -1.974 0.803
10 H -1.640 -0.542 0.160
11 H 0.542 -0.291 1.317
12 H 1.327 -1.440 0.157
13 H 0.799 0.176 -1.683
14 H 2.382 1.797 0.309
15 H 2.769 1.384 -1.366
16 H 2.984 0.189 -0.153
17 H 0.169 2.546 -0.994
18 H -1.111 1.402 -0.589
19 H -0.038 1.921 0.675
20 H -2.737 0.580 1.959
21 H -2.398 -0.617 2.785
22 O -2.036 0.233 2.521

Atom charges from the Mulliken analysis, given in e for atoms 1 to 5: number 1, O, carries -0.49; number 2, C, carries -0.21; number 3, C, carries -0.24; number 4, C, carries -0.82; number 5, C, carries 0.74

=====

[3]
Density functional theory data (the ωB97M-V functional and the def2-TZVPD basis) for a 3-piece molecular cluster, C6H14O2 overall at a distorted geometry.

Results
Frontier orbital gap, Ha: 0.3461
Energy above the lowest of the compared OMol25 structures with the same formula, charge and spin, eV: 3.927
Lowest unoccupied orbital energy, eV: 0.57
E, eV: -10540.6891
SMILES: C=CC(=C)CC.O.O
E_HOMO, eV: -8.848

Cartesian coordinates (Å):
1 C -1.771 -1.689 0.562
2 C -1.853 -0.092 0.582
3 C -0.453 0.442 0.206
4 C 0.301 1.077 1.087
5 C -1.139 1.711 -1.862
6 C -0.383 0.663 -1.299
7 H -0.939 -2.144 1.108
8 H -1.658 -2.105 -0.392
9 H -2.755 -2.164 1.046
10 H -2.186 0.115 1.605
11 H -2.652 0.157 -0.143
12 H 1.107 1.580 0.551
13 H 0.014 1.189 2.136
14 H -1.348 1.964 -2.898
15 H -1.355 2.488 -1.199
16 H 0.512 0.179 -1.834
17 H 0.970 -1.735 0.419
18 H 2.137 -2.532 -0.193
19 O 1.288 -2.083 -0.378
20 H 3.547 0.794 0.032
21 H 2.369 -0.004 0.815
22 O 2.965 0.776 0.789

Atom charges from the Mulliken analysis, given in e for atoms 1 to 5: number 1, C, carries -1.22; number 2, C, carries -0.36; number 3, C, carries 0.84; number 4, C, carries -1.44; number 5, C, carries -0.79

=====

[4]
Density functional theory data (the ωB97M-V functional and the def2-TZVPD basis) for a 3-piece molecular cluster, C6H14O2 overall at a distorted geometry.

Results
Frontier orbital gap, Ha: 0.3597
Energy above the lowest of the compared OMol25 structures with the same formula, charge and spin, eV: 2.504
Lowest unoccupied orbital energy, eV: 0.54
E, eV: -10542.1127
SMILES: C=CC(=C)CC.O.O
E_HOMO, eV: -9.251

Cartesian coordinates (Å):
1 C -1.806 1.018 -0.422
2 C -1.463 0.018 0.716
3 C -0.624 -1.083 0.079
4 C -1.074 -2.318 -0.115
5 C 1.844 -1.458 -0.276
6 C 0.774 -0.687 -0.193
7 H -2.870 1.221 -0.512
8 H -1.430 0.689 -1.391
9 H -1.429 2.014 -0.142
10 H -2.373 -0.486 1.075
11 H -0.959 0.474 1.570
12 H -0.434 -3.093 -0.506
13 H -2.156 -2.477 -0.116
14 H 2.836 -1.024 -0.180
15 H 1.825 -2.536 -0.338
16 H 1.007 0.359 -0.115
17 H 0.666 1.127 2.160
18 H 0.632 2.325 1.411
19 O 1.009 2.017 2.237
20 H 1.895 0.775 -2.200
21 H 2.064 1.472 -0.906
22 O 2.067 1.652 -1.836

Atom charges from the Mulliken analysis, given in e for atoms 1 to 5: number 1, C, carries -0.99; number 2, C, carries -0.58; number 3, C, carries 0.61; number 4, C, carries -1.07; number 5, C, carries -0.88

=====

[5]
Density functional theory data (the ωB97M-V functional and the def2-TZVPD basis) for one molecule with the formula C6H14O2 at a distorted geometry.

Results
Frontier orbital gap, Ha: 0.3843
Energy above the lowest of the compared OMol25 structures with the same formula, charge and spin, eV: 1.286
Lowest unoccupied orbital energy, eV: 0.87
E, eV: -10543.3304
SMILES: CO[C@H](C)C(C)(C)O
E_HOMO, eV: -9.583

Cartesian coordinates (Å):
1 C -0.808 0.133 0.375
2 C 0.650 0.631 0.448
3 C 1.369 -0.258 -1.760
4 C -1.037 -1.326 -0.015
5 C -1.693 1.047 -0.476
6 C 1.606 -0.148 1.350
7 O 1.208 0.850 -0.900
8 O -1.266 0.255 1.785
9 H -1.348 1.198 1.996
10 H 0.630 1.649 0.856
11 H 2.185 -0.037 -2.456
12 H 0.465 -0.394 -2.360
13 H 1.613 -1.179 -1.224
14 H -0.231 -2.019 0.238
15 H -1.902 -1.757 0.503
16 H -1.222 -1.475 -1.082
17 H -2.752 0.842 -0.287
18 H -1.500 0.915 -1.545
19 H -1.526 2.101 -0.228
20 H 2.643 -0.032 1.021
21 H 1.388 -1.217 1.381
22 H 1.528 0.219 2.380

Atom charges from the Mulliken analysis, given in e for atoms 1 to 5: number 1, C, carries 1.37; number 2, C, carries 0.23; number 3, C, carries -0.66; number 4, C, carries -1.64; number 5, C, carries -1.63

=====

[6]
Density functional theory data (the ωB97M-V functional and the def2-TZVPD basis) for one molecule with the formula C6H14O2 at a distorted geometry.

Results
Frontier orbital gap, Ha: 0.3852
Energy above the lowest of the compared OMol25 structures with the same formula, charge and spin, eV: 0.548
Lowest unoccupied orbital energy, eV: 0.79
E, eV: -10544.0685
SMILES: CC[C@@](C)(O)[C@@H](C)O
E_HOMO, eV: -9.690

Cartesian coordinates (Å):
1 C 0.023 -0.123 0.088
2 C -1.306 0.469 -0.384
3 C 1.165 0.796 -0.579
4 C 0.216 -1.577 -0.335
5 C -2.510 -0.450 0.119
6 C 2.523 0.667 0.100
7 O 0.034 0.009 1.497
8 O -1.468 1.777 0.082
9 H 0.850 -0.376 1.830
10 H -1.303 1.753 1.034
11 H -1.335 0.518 -1.476
12 H 1.241 0.509 -1.629
13 H 0.842 1.837 -0.537
14 H -0.017 -1.697 -1.389
15 H -0.431 -2.228 0.247
16 H 1.248 -1.884 -0.171
17 H -2.560 -1.371 -0.454
18 H -3.429 0.111 -0.027
19 H -2.399 -0.670 1.179
20 H 3.261 1.266 -0.430
21 H 2.482 1.028 1.127
22 H 2.874 -0.365 0.107

Atom charges from the Mulliken analysis, given in e for atoms 1 to 5: number 1, C, carries 1.20; number 2, C, carries -0.14; number 3, C, carries -0.63; number 4, C, carries -1.80; number 5, C, carries -1.37

=====

[7]
Density functional theory data (the ωB97M-V functional and the def2-TZVPD basis) for a 2-piece molecular cluster, C6H14O2 overall at a distorted geometry.

Results
<S²>: 0.757
Frontier orbital gap (alpha / beta), Ha: 0.3238 / 0.1826
Multiplicity: 2
Charge: +1
Energy above the lowest of the compared OMol25 structures with the same formula, charge and spin, eV: 1.486
Lowest unoccupied orbital energy (alpha / beta), eV: -5.60 / -9.44
E, eV: -10533.6808
E_HOMO (alpha / beta), eV: -14.409 / -14.408

Cartesian coordinates (Å):
1 O 2.322 -2.531 0.936
2 C 1.204 -2.381 0.590
3 C 0.438 -1.145 1.164
4 C 0.633 0.064 0.232
5 C 0.346 -0.229 -1.256
6 C -0.236 1.187 0.851
7 C -0.395 2.443 -0.030
8 H 0.701 -3.069 -0.112
9 H 0.748 -0.945 2.187
10 H -0.569 -1.568 1.256
11 H 1.694 0.275 0.371
12 H -0.607 0.169 -1.593
13 H 1.153 0.236 -1.828
14 H 0.393 -1.287 -1.528
15 H 0.240 1.487 1.775
16 H -1.245 0.838 1.002
17 H 0.472 3.094 -0.034
18 H -0.699 2.261 -1.058
19 H -1.297 2.943 0.334
20 H -2.704 1.720 -2.401
21 H -3.087 0.907 -1.121
22 O -3.223 1.743 -1.590

Atom charges from the Mulliken analysis, given in e for atoms 1 to 5: number 1, O, carries -0.07; number 2, C, carries 0.06; number 3, C, carries -0.76; number 4, C, carries 0.61; number 5, C, carries -1.15

=====

[8]
Density functional theory data (the ωB97M-V functional and the def2-TZVPD basis) for a 2-piece molecular cluster, C6H14O3 overall at a distorted geometry.

Results
Frontier orbital gap, Ha: 0.3879
Energy above the lowest of the compared OMol25 structures with the same formula, charge and spin, eV: 1.535
Lowest unoccupied orbital energy, eV: 0.82
E, eV: -12590.5625
SMILES: CC(O)(O)CO.C=CC
E_HOMO, eV: -9.732

Cartesian coordinates (Å):
1 C 1.926 -1.096 -0.373
2 C -1.003 -0.613 1.048
3 C 1.520 -0.809 -1.612
4 C 2.718 -0.178 0.490
5 O -1.148 -1.814 0.339
6 H -1.593 -1.597 -0.488
7 H 1.658 -2.048 0.067
8 H -0.015 -0.587 1.512
9 H -1.764 -0.541 1.837
10 H 1.075 -1.568 -2.239
11 H 3.712 -0.597 0.662
12 H 2.240 -0.058 1.458
13 H 2.816 0.806 0.035
14 H 1.831 0.104 -2.099
15 H -0.309 -0.116 -1.464
16 C -2.509 1.369 0.421
17 C -1.191 0.666 0.098
18 O -0.098 1.514 0.329
19 O -1.226 0.263 -1.232
20 H -0.163 2.280 -0.254
21 H -2.650 2.198 -0.277
22 H -3.338 0.673 0.301
23 H -2.490 1.747 1.440

Atom charges from the Mulliken analysis, given in e for atoms 1 to 5: number 1, C, carries 0.43; number 2, C, carries -0.73; number 3, C, carries -1.21; number 4, C, carries -1.06; number 5, O, carries -0.51

=====

[9]
Density functional theory data (the ωB97M-V functional and the def2-TZVPD basis) for a 2-piece molecular cluster, C6H14O5S overall at a distorted geometry.

Results
Frontier orbital gap, Ha: 0.3998
Energy above the lowest of the compared OMol25 structures with the same formula, charge and spin, eV: 0.000
Lowest unoccupied orbital energy, eV: 0.47
E, eV: -27520.4447
SMILES: O=S1(=O)C[C@H](CCO)CCO1.O
E_HOMO, eV: -10.405

Cartesian coordinates (Å):
1 O 1.947 -0.216 1.833
2 S 0.645 -0.456 1.182
3 O -0.270 -1.135 2.138
4 C -0.201 1.063 0.634
5 C -0.413 1.134 -0.922
6 C -1.833 0.624 -1.361
7 C -2.147 -0.819 -0.897
8 O -1.582 -1.783 -1.794
9 C 0.754 0.536 -1.771
10 C 1.433 -0.762 -1.220
11 O 0.742 -1.413 -0.148
12 H -1.137 1.190 1.202
13 H 0.442 1.926 0.892
14 H -0.432 2.220 -1.153
15 H -1.824 0.634 -2.467
16 H -2.623 1.298 -0.989
17 H -1.828 -1.012 0.146
18 H -3.247 -0.955 -0.952
19 H -1.159 -2.461 -1.272
20 H 1.520 1.319 -1.929
21 H 0.341 0.313 -2.772
22 H 2.486 -0.537 -0.967
23 H 1.470 -1.492 -2.048
24 O 2.367 0.644 4.953
25 H 2.106 0.235 4.120
26 H 2.442 -0.095 5.562

Atom charges from the Mulliken analysis, given in e for atoms 1 to 5: number 1, O, carries -0.69; number 2, S, carries 1.25; number 3, O, carries -0.67; number 4, C, carries -0.92; number 5, C, carries 0.18

=====

[10]
Density functional theory data (the ωB97M-V functional and the def2-TZVPD basis) for a 2-piece molecular cluster, C6H14O7S overall at a distorted geometry.

Results
Frontier orbital gap, Ha: 0.3362
Energy above the lowest of the compared OMol25 structures with the same formula, charge and spin, eV: 1.938
Lowest unoccupied orbital energy, eV: 0.28
E, eV: -31611.9949
E_HOMO, eV: -8.863

Cartesian coordinates (Å):
1 C 1.266 -2.880 0.115
2 C 2.812 1.752 -0.396
3 C -3.830 0.069 0.011
4 C 2.256 0.563 -1.212
5 C -2.798 0.806 1.052
6 C 1.614 -0.662 0.729
7 O -0.618 1.616 -0.475
8 O -1.001 -0.787 -1.155
9 O 1.968 2.104 0.747
10 O -3.771 0.550 -1.319
11 O 1.341 -1.874 1.131
12 O 2.257 -0.583 -0.426
13 O -1.660 -0.085 1.168
14 S -0.608 0.224 -0.127
15 H 0.472 -2.524 -0.607
16 H 1.032 -3.821 0.698
17 H 2.176 -3.188 -0.453
18 H 2.842 2.690 -1.096
19 H 3.687 1.589 0.084
20 H -4.885 0.067 0.358
21 H -3.598 -0.985 0.235
22 H 2.803 0.373 -2.025
23 H 1.249 0.688 -1.494
24 H -3.360 1.029 1.897
25 H -2.496 1.716 0.525
26 H 1.620 -0.079 1.524
27 H 1.184 2.542 0.467
28 H -2.900 0.421 -1.741

Atom charges from the Mulliken analysis, given in e for atoms 1 to 5: number 1, C, carries -0.54; number 2, C, carries -0.44; number 3, C, carries -0.31; number 4, C, carries -0.33; number 5, C, carries -0.62

=====

[11]
Density functional theory data (the ωB97M-V functional and the def2-TZVPD basis) for a 2-piece molecular cluster, C6H14OS3 overall at a distorted geometry.

Results
Frontier orbital gap, Ha: 0.2783
Energy above the lowest of the compared OMol25 structures with the same formula, charge and spin, eV: 0.000
Lowest unoccupied orbital energy, eV: -0.32
E, eV: -40999.5355
SMILES: CC[C@@H](S)SO.CCC=S
E_HOMO, eV: -7.895

Cartesian coordinates (Å):
1 C -4.822 -0.591 -0.766
2 C 4.527 0.119 -0.094
3 C -3.534 0.144 -1.152
4 C 3.471 -0.187 0.893
5 C -2.655 0.630 -0.054
6 C 2.040 0.018 0.270
7 O 0.308 0.780 2.101
8 S -2.790 0.385 1.551
9 S 1.736 -0.529 -1.401
10 S 0.613 -0.651 1.413
11 H -5.227 -0.294 0.176
12 H -4.524 -1.693 -0.786
13 H -5.508 -0.409 -1.580
14 H 4.759 -0.692 -0.672
15 H 5.448 0.562 0.411
16 H 4.160 0.976 -0.727
17 H -3.728 0.903 -1.871
18 H -2.801 -0.468 -1.839
19 H 3.601 0.698 1.665
20 H 3.464 -1.121 1.448
21 H -1.696 1.123 -0.251
22 H 1.912 1.120 0.315
23 H -0.708 1.074 2.119
24 H 1.955 -1.897 -1.167

Atom charges from the Mulliken analysis, given in e for atoms 1 to 5: number 1, C, carries -1.02; number 2, C, carries -1.14; number 3, C, carries -0.21; number 4, C, carries -0.16; number 5, C, carries -0.15

=====

[12]
Density functional theory data (the ωB97M-V functional and the def2-TZVPD basis) for a 2-piece molecular cluster, C6H14P2 overall at a distorted geometry.

Results
<S²>: 2.006
Frontier orbital gap (alpha / beta), Ha: 0.2957 / 0.2371
Multiplicity: 3
Energy above the lowest of the compared OMol25 structures with the same formula, charge and spin, eV: 0.363
Lowest unoccupied orbital energy (alpha / beta), eV: 0.89 / -2.95
E, eV: -25021.2358
E_HOMO (alpha / beta), eV: -7.159 / -9.398

Cartesian coordinates (Å):
1 C -0.269 1.265 1.353
2 C -0.136 -1.915 1.987
3 C -1.204 0.807 0.190
4 C -0.691 -0.114 -0.784
5 C -0.881 -1.608 -0.384
6 C 0.057 -2.031 0.669
7 P 3.172 0.291 0.445
8 P 2.942 0.519 -1.545
9 H -0.860 1.086 2.256
10 H 0.655 0.694 1.395
11 H -0.009 2.279 1.123
12 H 2.376 -0.734 -1.724
13 H -1.055 -1.499 2.429
14 H 0.589 -2.414 2.550
15 H -1.534 1.731 -0.353
16 H -2.140 0.494 0.718
17 H 0.378 0.064 -0.794
18 H -1.014 0.009 -1.819
19 H -0.791 -2.269 -1.276
20 H -1.842 -1.701 -0.090
21 H 0.970 -2.546 0.401
22 H 2.479 -0.969 0.639

Atom charges from the Mulliken analysis, given in e for atoms 1 to 5: number 1, C, carries -0.87; number 2, C, carries -0.84; number 3, C, carries -0.55; number 4, C, carries 0.05; number 5, C, carries -1.05